10 unconnected molecules or ions with the total composition C45H95ClN5O25. Source: the OMol25 dataset; level of theory: ωB97M-V/def2-TZVPD.

Structure (XYZ):
```
171
Properties=species:S:1:pos:R:3:mulliken_charge:R:1
Cl 11.5414 -3.2603 -11.5498 1.600
O 11.1699 -4.1095 -12.6074 -0.649
O 10.7654 -3.5344 -10.3766 -0.640
O 12.9535 -3.3911 -11.3054 -0.669
O 11.3287 -1.9003 -11.8937 -0.642
C 10.9540 -5.1538 -5.3474 -0.176
C 9.6804 -5.7259 -4.8063 -0.223
O 9.8851 -5.9061 -3.4702 -0.329
C 11.2353 -5.7009 -3.1686 0.674
O 11.7870 -5.7126 -2.0555 -0.566
O 11.8727 -5.4425 -4.3191 -0.322
H 10.8782 -4.0824 -5.5327 0.167
H 11.2359 -5.7134 -6.2393 0.290
H 9.4603 -6.6783 -5.2886 0.255
H 8.9059 -4.9750 -4.9628 0.225
C 15.0266 -0.5322 -7.4288 -0.275
C 13.6444 -0.0383 -7.3353 -0.137
O 13.8301 1.2391 -6.8413 -0.310
C 14.9998 1.6999 -7.0696 0.723
O 15.3949 2.8531 -6.9496 -0.599
O 15.7747 0.6667 -7.4742 -0.344
H 15.1967 -1.0697 -8.3617 0.273
H 15.2966 -1.1754 -6.5912 0.255
H 13.1055 -0.6714 -6.6304 0.137
H 13.0546 -0.0691 -8.2514 0.275
C 11.9223 -10.4760 -14.7884 -0.189
C 12.2437 -9.0397 -14.4595 -0.342
O 13.6445 -8.9507 -14.5464 -0.263
C 14.1453 -10.1537 -14.5649 0.675
O 15.3525 -10.3863 -14.4507 -0.598
O 13.1966 -11.0729 -14.6060 -0.330
H 11.4996 -10.5569 -15.7898 0.266
H 11.1971 -10.7224 -14.0128 0.269
H 11.8339 -8.7026 -13.5074 0.280
H 11.8567 -8.4143 -15.2640 0.229
C 6.3470 -2.1939 -13.9862 -0.299
C 5.8440 -2.5553 -12.6520 -0.204
O 5.0272 -1.3970 -12.3608 -0.333
C 5.0049 -0.5032 -13.2951 0.700
O 4.4224 0.5674 -13.2284 -0.581
O 5.5522 -1.0523 -14.4159 -0.337
H 6.2376 -3.0319 -14.6745 0.276
H 7.4233 -2.0348 -13.9200 0.242
H 6.6614 -2.6795 -11.9417 0.296
H 5.2846 -3.4591 -12.8934 0.238
C 7.5125 7.0434 -13.7802 -1.916
C 7.8029 5.8638 -12.8032 1.390
C 8.0106 4.6066 -13.7823 -1.122
C 8.7069 3.4334 -13.1225 -0.744
C 10.0433 3.8588 -12.5162 -1.217
C 9.9363 5.1524 -11.5934 1.789
N 9.1629 6.1864 -12.1668 0.276
O 9.1750 7.2360 -11.2660 -0.497
C 9.4006 4.5878 -10.2671 -2.058
C 11.3974 5.5088 -11.2762 -1.994
C 6.6889 5.7448 -11.7148 -1.474
H 8.4355 7.3394 -14.2786 0.455
H 7.1701 7.9275 -13.2423 0.392
H 6.8470 6.7511 -14.5924 0.370
H 6.9961 4.3368 -14.0760 0.547
H 8.6813 4.9036 -14.5885 0.356
H 8.8814 2.6284 -13.8363 0.408
H 7.9624 2.9703 -12.4750 0.313
H 10.7834 3.8183 -13.3153 0.391
H 10.2507 3.0120 -11.8620 0.372
H 8.5701 3.8869 -10.3514 0.359
H 10.1415 4.0575 -9.6688 0.476
H 9.1353 5.4096 -9.6020 0.390
H 11.4640 6.1900 -10.4279 0.424
H 11.9396 4.6380 -10.9076 0.418
H 11.7935 6.0611 -12.1284 0.493
H 5.7418 5.6263 -12.2412 0.465
H 6.5003 6.6915 -11.2086 0.335
H 6.9125 4.9496 -11.0036 0.266
H 9.8831 7.8284 -11.5294 0.338
C 13.1326 0.9079 -18.4200 -0.742
O 12.9334 -0.4530 -18.7258 -0.325
C 12.4098 -1.2394 -17.6920 -0.533
C 12.0825 -2.7505 -18.1031 -0.729
N 13.2535 -3.2699 -18.8601 -0.189
C 12.9326 -4.6734 -19.3065 -0.688
C 13.9797 -5.2343 -20.3035 -0.555
O 13.4194 -5.3211 -21.5047 -0.315
C 13.8762 -6.3718 -22.3255 -0.786
H 12.1281 1.2821 -18.2228 0.304
H 13.5527 1.5208 -19.2175 0.252
H 13.7170 1.0239 -17.5072 0.306
H 11.5519 -0.7027 -17.2869 0.439
H 13.2437 -1.3172 -16.9944 0.267
H 11.2277 -2.6943 -18.7771 0.383
H 11.9026 -3.3448 -17.2072 0.400
H 13.2556 -2.7755 -19.7408 0.191
H 11.9058 -4.7724 -19.6585 0.369
H 13.0089 -5.2922 -18.4124 0.322
H 14.3526 -6.1960 -19.9512 0.427
H 14.8813 -4.6243 -20.3591 0.320
H 13.3467 -6.1916 -23.2610 0.259
H 13.6882 -7.3745 -21.9417 0.319
H 14.9372 -6.2966 -22.5638 0.319
C 22.9462 0.8249 -16.3107 -0.894
O 22.7370 -0.4874 -15.6678 -0.197
C 24.0537 -0.8843 -15.2608 -0.700
C 23.9591 -2.0800 -14.2580 -0.789
N 22.6862 -1.8453 -13.5485 -0.094
C 22.4600 -3.0478 -12.6831 -0.830
C 21.2336 -2.7190 -11.9271 -0.683
O 20.2767 -2.1518 -12.7734 -0.098
C 19.0998 -1.8751 -11.9878 -0.895
H 23.7300 0.8685 -17.0670 0.366
H 23.1178 1.6479 -15.6169 0.346
H 22.0269 1.0842 -16.8358 0.229
H 24.7024 -0.1334 -14.8097 0.386
H 24.7150 -1.1914 -16.0711 0.404
H 24.8347 -2.1085 -13.6095 0.396
H 23.9967 -2.9704 -14.8856 0.377
H 23.0483 -1.2320 -12.8324 0.178
H 23.3480 -3.1107 -12.0541 0.364
H 22.5457 -4.0124 -13.1834 0.466
H 21.4090 -2.0584 -11.0780 0.444
H 20.9676 -3.7225 -11.5950 0.320
H 18.7084 -2.8717 -11.7838 0.311
H 18.2923 -1.2726 -12.4037 0.231
H 19.4028 -1.3207 -11.0996 0.359
C 7.3071 -1.3893 -5.9428 -0.531
O 7.2451 -0.5155 -4.8281 -0.335
C 8.3789 0.3461 -4.4480 -0.608
C 8.0489 0.8219 -3.0217 -0.705
N 8.2043 -0.2661 -2.0697 -0.150
C 8.2081 0.1786 -0.7079 -0.648
C 8.2434 -1.0642 0.2613 -0.442
O 8.4711 -0.5594 1.5477 -0.307
C 8.5885 -1.5841 2.5214 -0.722
H 7.2951 -0.7074 -6.7930 0.308
H 6.4073 -2.0043 -5.9570 0.224
H 8.2522 -1.9321 -5.9579 0.126
H 8.4153 1.1478 -5.1856 0.422
H 9.3338 -0.1770 -4.3964 0.307
H 7.0615 1.2817 -2.9808 0.361
H 8.6891 1.6678 -2.7714 0.407
H 7.7927 -1.1695 -2.2555 0.222
H 7.4452 0.9556 -0.6601 0.290
H 9.1393 0.7304 -0.5798 0.223
H 8.9752 -1.8102 -0.0487 0.385
H 7.2719 -1.5579 0.2832 0.337
H 9.1062 -1.1876 3.3948 0.250
H 9.2393 -2.3423 2.0857 0.315
H 7.6333 -2.0706 2.7189 0.278
C 18.5257 -6.2377 -13.3182 -0.839
O 18.7170 -5.2578 -14.4011 -0.195
C 17.4717 -5.0987 -15.0527 -0.794
C 17.5848 -4.0646 -16.2152 -0.656
N 18.0876 -2.7347 -15.8234 -0.202
C 17.5193 -1.8939 -16.9883 -0.661
C 18.4587 -1.7643 -18.1639 -0.728
O 19.7759 -2.0287 -17.7007 -0.129
C 20.6923 -2.0304 -18.8294 -0.887
H 17.6753 -5.9634 -12.6939 0.335
H 19.4654 -6.2402 -12.7660 0.220
H 18.3615 -7.2341 -13.7285 0.357
H 16.6502 -4.8386 -14.3851 0.407
H 17.2006 -6.0568 -15.4960 0.388
H 16.5885 -4.0868 -16.6568 0.374
H 18.2136 -4.5679 -16.9497 0.275
H 17.3478 -2.5448 -15.1626 0.248
H 17.5118 -0.8555 -16.6570 0.430
H 16.4614 -2.0901 -17.1629 0.425
H 18.3266 -0.7597 -18.5657 0.381
H 18.2289 -2.4869 -18.9469 0.328
H 21.6970 -2.3404 -18.5423 0.225
H 20.7987 -1.0421 -19.2766 0.334
H 20.3627 -2.6827 -19.6381 0.361
```

Computed properties:
* net charge: -1
* largest force on an atom: 0.0936 Eh/bohr
* gap between HOMO and LUMO: 0.3048 hartree
* DFT total energy: -4385.93380 hartree
* E_HOMO: -6.6 eV